No. 1
C13H18AsFIrN4S4Si as an isolated structure, computed with wB97M-V/def2-TZVPD.

Structure (XYZ):
```
43
Properties=species:S:1:pos:R:3:forces:R:3
Ir 0.4150 -0.9537 0.2945 0.83 -0.19 -0.34
As 3.9290 -3.3526 0.7402 0.29 -0.17 -0.05
S 5.3750 -2.3111 -0.2568 0.02 0.03 -0.01
S 3.5702 -3.3316 2.7454 -0.04 0.06 0.08
S 1.4134 -2.6533 -0.4025 0.04 -1.11 0.39
S 0.6969 -4.4221 -0.8897 0.10 0.40 -0.24
Si 2.1599 1.3816 -0.2731 -0.53 0.04 -0.03
F -1.8066 0.4719 1.5538 -0.02 0.18 -0.07
N -3.1565 -4.8279 0.8714 -0.07 0.03 0.09
N -3.7580 -3.0963 -0.5324 0.04 -0.07 0.06
N -1.3020 -1.8997 -0.0805 -0.54 0.64 0.08
N 0.4416 1.0187 0.0722 -0.06 0.38 0.16
C -1.7402 1.6539 0.8815 -0.17 0.06 0.14
C -2.8037 2.5227 0.9972 0.03 -0.17 0.08
C -0.5944 1.9307 0.1302 -0.15 0.06 -0.16
C -3.4186 -1.9434 -1.1071 0.02 0.16 -0.10
C -1.6150 -3.0313 0.5225 0.05 0.19 0.07
C -1.6506 4.0578 -0.4281 -0.01 -0.06 0.04
C -2.2055 -1.3316 -0.9160 0.21 -0.11 0.04
C 2.6147 3.1852 -0.0369 0.07 -0.22 0.07
C -0.5946 3.1679 -0.5314 -0.08 -0.05 -0.05
C 3.0269 0.4100 1.0824 -0.06 -0.18 -0.14
C 2.6073 0.8157 -2.0017 0.00 0.03 0.11
C -2.8591 -3.6473 0.2670 0.08 -0.07 0.00
C -2.7634 3.7413 0.3391 0.02 0.08 -0.06
H 2.4266 3.8074 -0.9089 0.00 0.00 -0.08
H -3.6451 2.2292 1.6103 -0.02 0.01 0.01
H 2.0563 -0.0804 -2.2902 0.00 -0.01 0.06
H -4.1508 -1.4817 -1.7571 -0.01 -0.03 -0.01
H -1.6043 4.9986 -0.9602 -0.01 0.01 0.01
H 2.9862 1.0122 1.9924 -0.04 -0.02 0.04
H -2.4133 -5.3871 1.2502 0.02 -0.01 -0.04
H -0.8958 -3.4443 1.2140 -0.04 -0.04 -0.04
H -3.5922 4.4301 0.4221 -0.01 0.00 0.00
H 4.0670 0.1897 0.8428 0.06 0.03 -0.03
H 3.6903 3.2041 0.1615 0.01 0.07 0.00
H 2.5830 -0.5600 1.3674 -0.08 -0.01 -0.04
H 2.3712 1.6007 -2.7223 0.00 0.01 -0.05
H 3.6717 0.5879 -2.0839 0.04 0.04 0.01
H 0.2505 3.4221 -1.1525 0.06 -0.01 -0.05
H 2.1102 3.6323 0.8191 -0.03 -0.02 0.06
H -1.9122 -0.4116 -1.3965 -0.06 0.03 0.01
H -3.9811 -5.3048 0.5502 0.01 -0.01 -0.01
```
Forces are in eV/Å.

The calculation puts the max |F| at 1.18 eV/A. Its multiplicity is 2.

Computed Löwdin charges, given in elementary charges:
1. Ir 0.847
2. As 0.050
3. S -0.020
4. S -0.016
5. S -0.143
6. S 0.026
7. Si 0.391
8. F 0.007
9. N 0.150
10. N 0.138
11. N -0.197
12. N -0.263
13. C -0.243
14. C -0.020
15. C -0.322
16. C -0.102
17. C -0.159
18. C -0.089
19. C -0.106
20. C -0.172
21. C -0.041
22. C -0.203
23. C -0.170
24. C -0.363
25. C -0.095
26. H 0.026
27. H 0.118
28. H 0.009
29. H 0.114
30. H 0.103
31. H 0.046
32. H 0.103
33. H 0.084
34. H 0.101
35. H 0.010
36. H 0.039
37. H -0.050
38. H 0.029
39. H 0.032
40. H 0.090
41. H 0.041
42. H 0.112
43. H 0.106



No. 2
C14H49B2O11PdSSr as an isolated structure, computed with wB97M-V/def2-TZVPD.

Structure (XYZ):
```
79
Properties=species:S:1:pos:R:3:forces:R:3
Pd 0.1660 2.2737 -1.0541 -0.69 -0.77 -0.64
Sr -3.0055 1.4595 -2.6628 1.73 -0.47 0.59
S 0.6274 1.8188 -3.8233 2.58 -0.32 -1.85
O 0.9218 0.4991 -4.3250 -0.50 0.41 -0.33
O -3.4592 -0.4688 -1.0231 -0.62 0.19 0.31
O 1.5908 2.4316 0.6256 0.02 0.96 -0.54
O 0.1469 -2.2701 -2.8775 -0.02 -0.87 -0.62
O 1.5715 2.0731 -2.6851 1.57 0.84 1.81
O -0.6489 1.8818 -3.0485 -2.68 0.85 0.67
O -2.0835 2.7096 -0.5326 0.09 0.05 -0.70
O -0.3596 -1.3638 2.5763 -0.64 -0.43 -0.85
O 3.8981 -0.7547 -2.7652 -0.25 -0.55 -0.29
O 1.7364 0.4580 2.7488 0.05 -0.17 0.51
O 0.7389 2.9114 -4.7830 -0.67 -0.45 0.28
C -0.8833 -4.1313 -1.7367 0.03 -0.47 0.23
C -5.5722 -1.4954 -1.5784 0.10 0.26 0.51
C 4.6313 -0.6075 -1.5722 0.55 0.78 -0.51
C -4.0945 -1.7359 -1.3001 0.35 0.62 0.47
C -2.6240 2.4896 0.7218 0.76 -0.74 0.18
C 2.2073 4.2564 2.0506 0.99 1.31 -0.51
C 3.1392 1.0421 4.6612 -0.84 -0.93 -0.84
C 1.7247 0.7084 4.1562 0.01 0.93 -0.02
C 0.3239 -3.6170 -2.4915 0.63 0.60 0.29
C 3.8052 0.0450 -0.4839 -0.82 -0.29 0.12
C -0.4057 -3.2837 3.9836 0.73 0.01 0.93
C -2.0784 3.3480 1.8632 -0.72 -0.32 0.50
C 2.4579 3.5802 0.7109 -0.76 -0.90 1.18
C -0.4403 -2.7842 2.5502 -0.13 -0.51 0.66
B -2.1779 -0.4484 -4.3492 0.33 -1.05 -0.48
B -0.2510 -0.1397 -0.3943 -1.16 -0.06 0.11
H -6.0350 -1.1136 -0.6626 0.05 -0.32 0.16
H -1.0671 3.0492 2.1447 0.13 0.13 -0.27
H 1.1156 1.6043 4.3256 -0.15 0.01 0.10
H 3.1863 0.9553 5.7437 0.05 0.48 0.08
H -1.3544 -3.1657 2.0780 -0.03 0.41 -0.18
H 3.3920 1.0118 -0.7802 0.14 -0.03 -0.24
H 4.2552 0.1695 0.5040 0.39 -0.18 -0.15
H 3.3531 2.0247 4.2485 0.48 0.12 0.44
H 1.2435 -3.6734 -1.8921 -0.15 -0.23 0.35
H 2.2246 4.2768 -0.0906 -0.06 -0.30 -0.25
H -1.0498 -3.5039 -0.8591 -0.12 0.02 -0.01
H 3.8363 0.3157 4.2416 0.09 0.06 -0.01
H -4.0279 -2.3112 -0.3716 0.01 -0.29 -0.21
H 0.7390 0.4362 -0.4796 1.94 0.79 0.06
H 1.0183 -0.1894 2.6099 0.12 -0.03 -0.30
H -1.2367 -0.3821 -3.7239 1.24 0.26 1.16
H 1.2110 -0.0826 4.7041 0.32 -0.34 -0.10
H -2.4474 0.5871 -4.7299 -0.53 2.33 -1.51
H -0.7357 -5.1613 -1.3916 0.06 0.02 0.02
H -3.0351 -0.7206 -3.6564 -2.30 -0.86 1.56
H 1.7459 1.7756 1.3263 -0.01 -0.14 0.19
H 2.3534 3.5909 2.8964 -0.10 -0.02 0.04
H -2.7725 -0.6049 -0.3569 0.27 0.24 -0.27
H 5.5286 -0.0209 -1.8354 0.11 -0.19 0.52
H -2.3775 1.4628 1.0556 -0.09 -0.06 -0.03
H 0.3011 -1.7128 -2.1088 -0.03 0.19 -0.08
H -5.8098 -0.6932 -2.2807 0.41 -0.37 -0.55
H 4.9243 -1.6236 -1.2910 0.10 0.17 0.07
H 2.9272 5.0878 2.1019 0.21 -0.28 0.36
H -6.0567 -2.4317 -1.8487 -0.11 0.11 -0.21
H 3.6913 0.0925 -3.1763 -0.25 0.06 0.27
H -3.7279 2.4794 0.7325 -0.07 0.50 -0.17
H 0.3164 -2.6697 4.5334 0.23 -0.17 -0.13
H 2.9437 -0.6195 -0.3658 -0.11 0.20 0.21
H -2.7212 3.0678 2.7089 0.18 0.21 0.22
H 1.2680 4.8060 2.1049 -0.38 -0.63 -0.07
H 0.3995 -3.1852 1.9730 0.03 -0.06 0.14
H -2.0209 -1.2778 -5.1390 -0.08 -0.73 -1.12
H -1.2951 -3.2067 4.6140 -0.44 0.23 -0.69
H 0.5647 -4.2431 -3.3539 -0.37 0.25 -0.31
H -0.9663 0.2615 -1.2104 -1.09 -0.08 -0.85
H -0.7427 0.0371 0.6431 -0.65 0.57 1.24
H -1.7786 -4.1324 -2.3595 0.03 0.20 -0.06
H -0.5627 -1.0991 1.6459 0.23 0.44 0.50
H -2.1468 4.4322 1.7610 0.04 -0.03 -0.35
H -0.0855 -1.2764 -0.5136 0.54 -1.30 -0.23
H -3.4804 -2.1965 -2.0752 -0.54 -0.21 -0.22
H -0.0870 -4.3240 4.0890 0.09 0.04 -0.32
H 3.4784 3.2111 0.6047 0.15 0.29 0.02
```
Forces are in eV/Å.

The calculation puts the max |F| at 3.19 eV/A. The total charge is -1. Its multiplicity is 3.

Computed Löwdin charges, given in elementary charges:
1. Pd 1.060
2. Sr 1.537
3. S 0.257
4. O -0.294
5. O -0.222
6. O -0.205
7. O -0.081
8. O -0.439
9. O -0.623
10. O -0.465
11. O -0.127
12. O -0.073
13. O -0.103
14. O -0.344
15. C -0.093
16. C -0.074
17. C -0.336
18. C -0.274
19. C -0.485
20. C -0.073
21. C -0.073
22. C -0.301
23. C -0.323
24. C -0.086
25. C -0.093
26. C -0.101
27. C -0.252
28. C -0.300
29. B -0.469
30. B -0.379
31. H 0.074
32. H 0.053
33. H 0.104
34. H 0.068
35. H 0.111
36. H 0.055
37. H 0.069
38. H 0.053
39. H 0.106
40. H 0.115
41. H 0.049
42. H 0.074
43. H 0.118
44. H -0.018
45. H 0.051
46. H -0.058
47. H 0.103
48. H -0.089
49. H 0.064
50. H -0.101
51. H 0.063
52. H 0.054
53. H 0.060
54. H 0.104
55. H 0.077
56. H 0.018
57. H 0.066
58. H 0.107
59. H 0.076
60. H 0.076
61. H 0.081
62. H 0.093
63. H 0.065
64. H 0.074
65. H 0.065
66. H 0.074
67. H 0.119
68. H -0.012
69. H 0.069
70. H 0.107
71. H -0.034
72. H -0.016
73. H 0.068
74. H 0.018
75. H 0.064
76. H 0.009
77. H 0.103
78. H 0.070
79. H 0.114



No. 3
An isolated ion of composition C4H7IN and charge +1, computed with wB97M-V/def2-TZVPD.

Structure (XYZ):
```
13
Properties=species:S:1:pos:R:3:forces:R:3
I -3.8786 -0.1700 0.1694 0.82 0.37 -0.18
N -0.9925 0.7059 -0.1971 1.36 1.88 1.26
C 0.1151 -0.0927 -0.6510 0.11 -0.40 -2.34
C -2.1460 1.0234 0.2508 0.46 -0.24 0.01
C 0.4070 -1.3300 0.1093 -0.22 1.80 2.61
C 0.6754 1.1776 -0.0747 -1.31 1.01 0.37
H 1.3761 -1.5849 -0.2298 1.04 -0.85 0.12
H 1.1071 1.1314 0.9810 -1.07 -0.16 -1.42
H 0.1358 -0.4047 -1.7886 -0.14 1.49 2.06
H -0.3259 -2.0100 -0.1546 -1.14 -1.89 -0.46
H 0.9457 2.1643 -0.5846 -0.79 -1.80 0.22
H -2.3181 1.9896 0.7871 0.43 -0.83 -0.59
H 0.3279 -1.1445 1.2423 0.45 -0.38 -1.66
```
Forces are in eV/Å.

The calculation puts the max |F| at 3.18 eV/A. Its SMILES is C[C@@H]1C/[N+]1=C/I. The total charge is +1.

Computed Löwdin charges, given in elementary charges:
1. I 0.942
2. N -0.022
3. C -0.363
4. C -0.542
5. C -0.033
6. C 0.144
7. H 0.092
8. H 0.141
9. H 0.210
10. H 0.064
11. H 0.141
12. H 0.090
13. H 0.135



Number 1: E -5047.3956 a.u.. Number 2: E -1996.8325 a.u.. Number 3: E -508.6916 a.u..